No. 1
Computed, not measured: the molecule C3H8N4O in a non-equilibrium geometry, with the ωB97M-V functional and the def2-TZVPD basis.

total energy: -11243.5399 eV
F_max: 0.150 Eh/bohr
SMILES string: [H]/N=C(/NN)O/N=C/C

The geometry in ORCA input format:
```
! RIJCOSX wB97M-V def2-TZVPD def2/J DEFGRID3
* xyz 0 1
C -1.057 -0.061 -3.269
C -0.518 0.468 -1.915
C 0.283 -0.197 1.294
H -0.672 0.740 -4.134
H -2.295 -0.384 -3.182
H -0.510 -1.014 -3.352
H -0.833 1.598 -1.801
H 0.723 -1.951 0.521
H 0.903 1.633 1.878
H 0.214 -0.104 4.025
H 1.527 -0.574 3.484
N 0.018 -0.306 -1.011
N 0.609 -1.406 1.468
N 0.443 0.752 2.374
N 1.047 0.331 3.609
O 0.116 0.476 0.010
*
```



No. 2
Computed, not measured: the molecule C3H8N4S in a non-equilibrium geometry, with the ωB97M-V functional and the def2-TZVPD basis.

total energy: -20034.8815 eV
F_max: 0.036 Eh/bohr
SMILES string: NN1CCN/C1=N/S

The geometry in ORCA input format:
```
! RIJCOSX wB97M-V def2-TZVPD def2/J DEFGRID3
* xyz 0 1
C -0.665 -1.278 -0.439
C -0.812 -0.389 -1.677
C 0.522 0.708 -0.147
H 0.120 -0.530 2.463
H 1.523 -0.602 1.676
H -1.619 -1.669 -0.160
H 0.127 -2.030 -0.607
H -1.742 0.189 -1.677
H -0.720 -0.918 -2.660
H 0.350 1.333 -2.033
H -0.104 1.934 2.300
N 0.556 -0.886 1.619
N -0.144 -0.336 0.555
N 0.293 0.527 -1.470
N 1.154 1.730 0.316
S 1.162 2.216 1.940
*
```



No. 3
Computed, not measured: a cluster of 2 separate species, C3H8N4S in total in a non-equilibrium geometry, with the ωB97M-V functional and the def2-TZVPD basis.

total energy: -20029.4881 eV
F_max: 0.109 Eh/bohr

The geometry in ORCA input format:
```
! RIJCOSX wB97M-V def2-TZVPD def2/J DEFGRID3
* xyz 0 1
C -0.485 1.300 0.262
C -0.030 0.279 1.119
C -1.113 -1.768 -0.071
H -0.327 2.287 0.754
H 0.159 1.395 -0.700
H -1.623 1.325 0.113
H -1.443 -2.906 -0.305
H -0.207 -0.347 -3.130
H -0.303 -2.637 -2.303
H 2.701 1.310 2.017
H 2.062 1.583 0.435
N -0.589 -0.996 -1.007
N -0.650 -1.488 -2.252
N 1.029 0.349 1.846
N 1.839 1.443 1.587
S -1.021 -1.129 1.634
*
```



No. 4
Computed, not measured: the molecule C3H8N4S in a non-equilibrium geometry, with the ωB97M-V functional and the def2-TZVPD basis.

total energy: -20033.9371 eV
F_max: 0.090 Eh/bohr
SMILES string: C/N=C(/N)C(=S)NN

The geometry in ORCA input format:
```
! RIJCOSX wB97M-V def2-TZVPD def2/J DEFGRID3
* xyz 0 1
C 1.704 1.146 0.932
C 0.691 -0.896 -0.149
C -0.776 -0.536 0.086
H 2.215 0.765 1.893
H 2.417 1.892 0.344
H 0.659 1.587 1.018
H 0.222 -2.708 -0.405
H 1.720 -2.535 -1.156
H -0.490 0.939 -1.305
H -2.352 1.589 0.383
H -3.147 0.388 -0.663
N 1.672 -0.120 0.190
N 0.765 -2.033 -0.897
N -1.115 0.578 -0.618
N -2.340 1.220 -0.665
S -1.845 -1.276 1.012
*
```



No. 5
Computed, not measured: the molecule C3H8N4S in a non-equilibrium geometry, with the ωB97M-V functional and the def2-TZVPD basis.

total energy: -20036.2369 eV
F_max: 0.035 Eh/bohr
SMILES string: [H]/N=C(/C)N/C(N)=N/S

The geometry in ORCA input format:
```
! RIJCOSX wB97M-V def2-TZVPD def2/J DEFGRID3
* xyz 0 1
C 3.353 0.155 0.013
C 1.947 -0.361 -0.022
C -0.376 0.607 0.056
H 3.568 0.657 0.972
H 4.032 -0.710 -0.071
H 3.536 0.845 -0.782
H 0.675 -1.784 -0.101
H 1.349 1.570 0.298
H -0.557 2.509 -0.640
H -1.980 1.826 -0.046
H -2.906 -1.414 0.935
N 1.700 -1.602 -0.135
N 1.000 0.690 0.079
N -0.974 1.856 -0.004
N -0.955 -0.542 0.129
S -2.667 -0.545 -0.083
*
```



No. 6
Computed, not measured: a structure of composition C3H8N5 in a non-equilibrium geometry, with the ωB97M-V functional and the def2-TZVPD basis.

total energy: -10679.2899 eV
F_max: 0.089 Eh/bohr

The geometry in ORCA input format:
```
! RIJCOSX wB97M-V def2-TZVPD def2/J DEFGRID3
* xyz 1 1
C -2.509 -0.112 0.108
C 0.809 0.838 1.313
C 0.590 0.116 -1.434
N -2.280 1.233 -0.175
N -1.154 1.571 -0.344
N -3.635 -0.588 0.361
N -1.189 -0.642 -0.002
N -0.274 0.322 -0.185
H 0.308 0.774 2.285
H 1.649 0.078 1.260
H 1.075 1.704 0.839
H 1.209 0.937 -1.731
H 1.150 -0.754 -1.338
H -0.212 -0.151 -2.088
H -3.595 -1.675 0.426
H -1.001 -1.266 0.701
*
```



No. 7
Computed, not measured: a cluster of 2 separate species, C3H8N5 in total in a non-equilibrium geometry, with the ωB97M-V functional and the def2-TZVPD basis.

total energy: -10680.9466 eV
F_max: 0.080 Eh/bohr

The geometry in ORCA input format:
```
! RIJCOSX wB97M-V def2-TZVPD def2/J DEFGRID3
* xyz 1 1
C -1.423 1.481 -0.370
C -2.266 -0.603 -0.094
C 0.085 -0.339 -0.679
N -2.445 0.642 -0.122
N -0.094 1.070 -0.528
N -0.945 -1.122 -0.561
N 1.334 -0.699 -0.903
N 0.941 1.726 -0.793
H -1.516 2.507 -0.551
H -3.033 -1.337 0.198
H 0.140 -1.168 1.609
H -0.698 -2.057 -0.727
H 1.992 0.093 -0.950
H 1.752 -1.619 -1.091
H 0.905 2.796 -0.646
H 0.757 -1.439 1.482
*
```



No. 8
Computed, not measured: the ion C3H8N5O with charge +1 in a non-equilibrium geometry, with the ωB97M-V functional and the def2-TZVPD basis.

total energy: -12728.5409 eV
F_max: 0.049 Eh/bohr

The geometry in ORCA input format:
```
! RIJCOSX wB97M-V def2-TZVPD def2/J DEFGRID3
* xyz 1 1
C -1.504 -1.005 0.018
C -3.186 0.693 -0.332
C 1.988 -0.454 0.740
N -0.907 1.318 0.290
N 0.231 1.004 0.488
N -1.867 0.189 0.009
N 0.644 -0.217 0.452
N 2.859 -0.193 -0.521
O -1.390 -2.154 -0.017
H -3.960 -0.015 -0.045
H -3.316 1.629 0.208
H -3.236 0.883 -1.403
H 2.127 -1.498 1.018
H 2.387 0.204 1.524
H 3.860 -0.254 -0.307
H 2.629 -0.879 -1.252
H 2.643 0.751 -0.869
*
```



No. 9
Computed, not measured: a cluster of 2 separate species, C3H8NO in total in a non-equilibrium geometry, with the ωB97M-V functional and the def2-TZVPD basis.

total energy: -6775.6950 eV
F_max: 0.076 Eh/bohr

The geometry in ORCA input format:
```
! RIJCOSX wB97M-V def2-TZVPD def2/J DEFGRID3
* xyz -1 1
C -0.668 -0.881 -2.762
O -1.059 -0.537 -1.471
H 0.280 -0.474 -2.894
H -1.505 -0.655 -3.455
H -0.596 -1.993 -2.950
C 1.320 1.023 1.841
C -0.698 -0.025 1.677
N 0.110 0.521 2.544
H 1.523 0.323 1.076
H 1.109 2.150 1.454
H 2.224 1.093 2.430
H -1.432 -0.684 2.012
H -0.607 0.140 0.498
*
```



No. 10
Computed, not measured: a cluster of 2 separate species, C3H8NO in total in a non-equilibrium geometry, with the ωB97M-V functional and the def2-TZVPD basis.

total energy: -6771.1137 eV
F_max: 0.074 Eh/bohr

The geometry in ORCA input format:
```
! RIJCOSX wB97M-V def2-TZVPD def2/J DEFGRID3
* xyz -2 2
C -1.849 0.407 1.915
O -1.601 -0.081 0.630
H -2.809 0.012 2.402
H -1.100 -0.124 2.617
H -1.935 1.454 2.188
C 1.384 -0.981 -1.744
C 0.988 0.991 -0.624
N 1.775 0.446 -1.474
H 0.710 -1.486 -1.049
H 2.190 -1.734 -1.850
H 0.796 -1.056 -2.672
H 1.432 1.687 0.107
H 0.017 0.465 -0.447
*
```



No. 11
Computed, not measured: a cluster of 2 separate species, C3H8NO in total in a non-equilibrium geometry, with the ωB97M-V functional and the def2-TZVPD basis.

total energy: -6765.8060 eV
F_max: 0.061 Eh/bohr

The geometry in ORCA input format:
```
! RIJCOSX wB97M-V def2-TZVPD def2/J DEFGRID3
* xyz 1 1
C 0.136 1.175 -0.238
C 0.722 0.335 0.766
C -1.432 -0.823 0.187
N -0.128 -0.280 -0.188
O 2.814 -0.516 -0.105
H -0.679 1.838 0.048
H 0.722 1.542 -1.074
H 0.828 0.224 1.822
H -2.098 -0.819 -0.677
H -1.319 -1.846 0.545
H -1.876 -0.222 0.980
H 0.364 -0.846 -0.890
H 3.520 0.082 0.164
*
```



No. 12
Computed, not measured: a cluster of 2 separate species, C3H8NO in total in a non-equilibrium geometry, with the ωB97M-V functional and the def2-TZVPD basis.

total energy: -6765.5854 eV
F_max: 0.064 Eh/bohr

The geometry in ORCA input format:
```
! RIJCOSX wB97M-V def2-TZVPD def2/J DEFGRID3
* xyz 1 1
C 0.923 2.067 -0.368
C -1.450 -2.848 0.451
C 0.909 0.562 -0.291
N -1.903 -2.045 -0.281
O -0.315 0.107 0.292
H 1.655 2.406 -1.128
H -0.024 2.604 -0.354
H 1.355 2.639 0.552
H -0.987 0.842 0.213
H -2.150 -3.636 0.731
H -0.540 -2.873 0.962
H 1.663 0.203 0.460
H 0.863 -0.029 -1.239
*
```